DFT (ωB97M-V/def2-TZVPD) results for a structure of composition C58H50F9N5OPRuTe in a non-equilibrium geometry.

Structure (ORCA input):
```
! RIJCOSX wB97M-V def2-TZVPD def2/J DEFGRID3
* xyz 2 6
Ru 0.0875 -0.0955 0.4854
C 5.1013 -2.8874 0.5391
C 5.0739 -1.9583 -0.4962
C 4.1150 -0.9586 -0.5097
C 3.1617 -0.8958 0.5094
C 3.1974 -1.8154 1.5438
C 4.1673 -2.8056 1.5627
N 2.1368 0.0899 0.4740
C 2.5474 1.3906 0.2653
C 3.8454 1.8848 0.5288
C 4.1128 3.2171 0.3256
C 3.1213 4.0949 -0.1490
C 1.8463 3.6388 -0.4092
C 1.5716 2.2985 -0.1995
N 0.3052 1.7068 -0.3221
N -0.6729 2.4097 -0.7285
C -1.8912 1.7661 -0.4970
C -3.0466 2.4517 -0.8172
C -4.2695 1.9153 -0.4476
C -4.2885 0.7150 0.2378
C -3.0926 0.0617 0.4912
N -1.9079 0.5491 0.1137
H 5.8526 -3.6672 0.5498
H 5.8026 -2.0141 -1.2974
H 4.0686 -0.2486 -1.3292
H 2.4798 -1.7128 2.3442
H 4.1978 -3.5146 2.3816
H 4.6074 1.2224 0.9159
H 5.1022 3.5998 0.5466
H 3.3544 5.1441 -0.2899
H 1.0633 4.3002 -0.7538
H -2.9500 3.4042 -1.3220
H -5.1923 2.4357 -0.6760
H -5.2166 0.2700 0.5750
H -3.0836 -0.8873 1.0048
C 0.3512 0.9095 4.6269
C 0.1505 0.6087 3.1672
O 0.0729 1.5432 2.3516
N -0.0065 -0.6392 2.6270
Te 0.0330 -2.4735 4.1018
C -1.5753 -2.0657 5.3881
C -2.7929 -1.5822 4.8983
C -3.0674 -1.2720 3.4446
C -3.8168 -1.3778 5.8175
C -3.6618 -1.6380 7.1735
C -4.7868 -1.4010 8.1482
C -2.4295 -2.1044 7.6152
C -1.3638 -2.3186 6.7522
C -0.0501 -2.7944 7.3387
C 0.3122 -4.5428 4.5706
C 1.6065 -4.9396 4.9405
C 2.7664 -3.9902 5.1749
C 1.8127 -6.2964 5.1694
C 0.8010 -7.2394 5.0109
C 1.0600 -8.7057 5.2366
C -0.4576 -6.8005 4.6112
C -0.7301 -5.4611 4.3654
C -2.1138 -5.1026 3.8609
H 0.6312 1.9532 4.7351
H 1.1243 0.2822 5.0687
H -0.5812 0.7364 5.1702
H -2.4775 -1.8878 2.7649
H -2.8396 -0.2266 3.2148
H -4.1219 -1.4367 3.2208
H -4.7731 -1.0098 5.4552
H -5.7438 -1.3040 7.6392
H -4.6134 -0.4829 8.7125
H -4.8588 -2.2146 8.8693
H -2.2842 -2.2982 8.6753
H 0.0810 -2.3836 8.3385
H 0.8153 -2.4832 6.7527
H -0.0201 -3.8831 7.4173
H 2.7244 -3.0874 4.5668
H 3.7122 -4.4859 4.9585
H 2.8038 -3.6741 6.2202
H 2.7999 -6.6251 5.4822
H 2.0547 -8.8796 5.6419
H 0.9741 -9.2546 4.2975
H 0.3276 -9.1285 5.9264
H -1.2518 -7.5297 4.4646
H -2.8834 -5.4809 4.5378
H -2.2845 -5.5655 2.8828
H -2.2728 -4.0288 3.7600
F 1.2049 -8.8306 -0.2948
C 1.0845 -8.0603 0.7883
F 2.1965 -8.2022 1.5258
F 0.0528 -8.5373 1.5136
C 0.8487 -6.6206 0.4219
C 0.3159 -6.2978 -0.8182
C 0.0291 -4.9798 -1.1200
C 0.2801 -3.9736 -0.1877
C 0.8286 -4.3097 1.0412
C 1.1135 -5.6353 1.3554
P -0.2925 -2.2715 -0.5958
C 0.4349 -2.0957 -2.2741
C 1.8214 -2.2745 -2.2791
C 2.5429 -2.2159 -3.4574
C 1.8825 -1.9817 -4.6542
C 0.5130 -1.7996 -4.6690
C -0.2105 -1.8496 -3.4820
C 2.6506 -1.9744 -5.9515
F 2.6265 -3.1881 -6.5211
F 3.9337 -1.6406 -5.7507
F 2.1223 -1.1036 -6.8204
C -2.0930 -2.6081 -0.6311
C -2.5770 -3.3264 0.4657
C -3.9366 -3.5302 0.6413
C -4.8295 -3.0269 -0.2946
C -4.3667 -2.3348 -1.3991
C -3.0052 -2.1151 -1.5599
C -6.3156 -3.1552 -0.0856
F -6.6069 -4.0836 0.8304
F -6.8202 -1.9794 0.3501
F -6.9412 -3.4644 -1.2245
H 0.1215 -7.0774 -1.5439
H -0.3919 -4.7367 -2.0906
H 1.0374 -3.5296 1.7557
H 1.5340 -5.8985 2.3206
H 2.3431 -2.4912 -1.3546
H 3.6159 -2.3595 -3.4486
H 0.0020 -1.6176 -5.6071
H -1.2710 -1.6828 -3.5364
H -1.8837 -3.7361 1.1951
H -4.3042 -4.0799 1.5007
H -5.0699 -1.9510 -2.1297
H -2.6854 -1.5072 -2.3874
*
```

Summary:
Total energy   -114062.61075 eV
LUMO (spin up / spin down)   -6.3 / -7.6 eV
HOMO-LUMO gap (spin up / spin down)   6.11 / 5.50 eV

Atom charges from the Löwdin analysis, given in e for atoms 1 to 99:
1. Ru 1.13
2. C -0.05
3. C -0.05
4. C -0.06
5. C -0.30
6. C -0.04
7. C -0.05
8. N 0.01
9. C -0.21
10. C 0.01
11. C -0.03
12. C -0.02
13. C 0.01
14. C -0.18
15. N -0.12
16. N 0.15
17. C -0.29
18. C 0.03
19. C -0.01
20. C -0.01
21. C -0.12
22. N 0.01
23. H 0.12
24. H 0.12
25. H 0.13
26. H 0.06
27. H 0.10
28. H 0.13
29. H 0.12
30. H 0.12
31. H 0.12
32. H 0.13
33. H 0.13
34. H 0.12
35. H 0.08
36. C -0.01
37. C -0.66
38. O -0.01
39. N -0.21
40. Te 1.79
41. C -0.37
42. C -0.29
43. C -0.08
44. C 0.01
45. C -0.23
46. C -0.03
47. C 0.01
48. C -0.28
49. C -0.05
50. C -0.38
51. C -0.31
52. C -0.07
53. C 0.00
54. C -0.24
55. C -0.02
56. C 0.00
57. C -0.28
58. C -0.04
59. H 0.09
60. H 0.07
61. H 0.09
62. H 0.02
63. H 0.09
64. H 0.09
65. H 0.13
66. H 0.08
67. H 0.09
68. H 0.09
69. H 0.14
70. H 0.09
71. H 0.04
72. H 0.10
73. H 0.02
74. H 0.09
75. H 0.09
76. H 0.13
77. H 0.08
78. H 0.08
79. H 0.09
80. H 0.14
81. H 0.10
82. H 0.09
83. H 0.02
84. F 0.16
85. C -0.59
86. F 0.15
87. F 0.15
88. C -0.09
89. C 0.03
90. C -0.04
91. C -0.35
92. C -0.09
93. C 0.02
94. P 1.05
95. C -0.34
96. C -0.09
97. C 0.02
98. C -0.10
99. C 0.02